C44H111F6N9O13Sr as an isolated structure in a non-equilibrium geometry. Source: OMol25; level of theory: ωB97M-V with the def2-TZVPD basis set.

Values from the calculation:
* energy above the lowest of the compared OMol25 structures with the same formula, charge and spin: 0.458 eV
* HOMO level: -8.2 eV

The geometry in ORCA input format:
```
! RIJCOSX wB97M-V def2-TZVPD def2/J DEFGRID3
* xyz 0 1
Sr -0.650 -2.318 -2.326
C 1.073 0.091 -0.268
O 0.106 -0.362 0.694
O 1.195 -0.787 -1.264
C 0.609 1.554 -0.627
F 1.262 2.524 0.055
F 0.699 1.838 -1.941
F -0.701 1.759 -0.304
C 0.462 -0.172 2.062
C -0.806 -0.387 2.895
H -0.446 -0.384 3.929
H -1.457 0.477 2.766
H -1.307 -1.326 2.682
H 0.792 0.852 2.252
H 1.229 -0.907 2.317
H 2.057 0.154 0.216
C -1.783 -5.141 -0.111
O -2.831 -6.054 -0.402
O -1.419 -4.505 -1.242
C -2.272 -4.223 1.022
F -1.323 -3.368 1.417
F -3.339 -3.549 0.589
F -2.684 -4.873 2.117
C -2.934 -7.218 0.382
C -4.266 -7.887 0.063
H -5.171 -7.312 0.253
H -4.239 -8.241 -0.971
H -4.409 -8.799 0.652
H -2.940 -7.143 1.474
H -2.145 -7.918 0.092
H -0.909 -5.695 0.280
C -3.515 -1.666 6.307
C -3.681 -2.565 5.100
C -4.178 -1.797 3.847
O -5.566 -1.725 3.850
C -6.078 -1.296 2.602
N -2.531 -3.419 4.829
H -2.552 -1.153 6.232
H -3.631 -2.240 7.225
H -4.310 -0.918 6.343
H -4.420 -3.303 5.430
H -3.808 -2.354 2.971
H -3.628 -0.846 3.778
H -5.726 -2.030 1.864
H -5.727 -0.306 2.301
H -7.164 -1.331 2.560
H -1.680 -2.896 4.643
H -2.695 -3.994 4.012
C -0.409 5.386 1.489
C -1.900 5.098 1.675
C -2.163 3.977 2.668
O -3.542 3.718 2.631
C -3.972 2.809 3.613
N -2.605 6.355 2.000
H -0.078 6.120 2.238
H -0.153 5.925 0.577
H 0.238 4.530 1.677
H -2.307 4.881 0.685
H -1.838 4.263 3.682
H -1.585 3.059 2.485
H -5.029 2.559 3.613
H -3.661 3.200 4.592
H -3.418 1.865 3.500
H -2.168 6.741 2.838
H -3.528 6.079 2.335
C 3.931 2.625 -2.194
C 4.077 1.944 -3.596
C 4.863 2.842 -4.532
O 4.068 3.914 -4.985
C 4.388 5.198 -4.497
N 4.764 0.670 -3.403
H 4.891 3.026 -1.870
H 3.576 1.843 -1.524
H 3.187 3.414 -2.322
H 3.063 1.813 -3.977
H 5.100 2.284 -5.445
H 5.817 3.106 -4.060
H 4.021 5.941 -5.199
H 5.475 5.359 -4.450
H 4.109 5.373 -3.454
H 4.561 0.212 -2.525
H 5.771 0.774 -3.438
C -0.771 -5.113 -5.858
C -0.418 -4.003 -4.843
C 0.461 -2.878 -5.402
O 0.724 -1.870 -4.419
C 1.810 -0.994 -4.652
N -1.741 -3.588 -4.264
H -0.065 -5.948 -5.802
H -0.636 -4.693 -6.862
H -1.731 -5.604 -5.733
H 0.162 -4.589 -4.123
H -0.020 -2.494 -6.307
H 1.404 -3.391 -5.615
H 2.770 -1.425 -4.939
H 1.870 -0.320 -3.799
H 1.559 -0.306 -5.472
H -2.411 -3.474 -5.016
H -2.119 -4.343 -3.691
C 0.315 2.543 -5.404
C -0.544 3.780 -5.037
C -1.988 3.506 -5.468
O -2.017 2.973 -6.779
C -3.305 2.810 -7.267
N -0.509 4.173 -3.629
H -0.021 1.624 -4.912
H 1.351 2.732 -5.106
H 0.361 2.420 -6.485
H -0.130 4.664 -5.531
H -2.645 4.379 -5.404
H -2.401 2.793 -4.742
H -3.939 2.135 -6.675
H -3.251 2.363 -8.264
H -3.895 3.720 -7.442
H 0.465 4.361 -3.382
H -0.563 3.281 -3.121
C 3.500 -3.801 -2.799
C 2.621 -4.609 -1.841
C 3.465 -5.154 -0.675
O 3.675 -4.177 0.306
C 3.000 -4.305 1.537
N 1.513 -3.800 -1.349
H 4.513 -3.692 -2.409
H 3.111 -2.803 -3.008
H 3.584 -4.284 -3.775
H 2.134 -5.406 -2.416
H 4.388 -5.612 -1.043
H 2.926 -6.003 -0.226
H 3.447 -5.107 2.137
H 1.954 -4.562 1.340
H 3.102 -3.365 2.072
H 1.005 -4.363 -0.677
H 1.938 -2.946 -0.985
C -3.800 0.810 -0.404
C -3.290 -0.184 -1.467
C -2.451 0.481 -2.598
O -2.001 -0.534 -3.529
C -2.436 -0.176 -4.859
N -2.524 -1.203 -0.741
H -2.978 1.148 0.221
H -4.665 0.355 0.080
H -4.262 1.725 -0.802
H -4.149 -0.569 -2.025
H -1.498 0.836 -2.200
H -3.078 1.285 -2.974
H -3.402 0.325 -4.924
H -2.471 -1.091 -5.446
H -1.680 0.511 -5.235
H -1.883 -0.672 -0.137
H -3.094 -1.587 0.000
C 7.185 3.624 1.151
C 6.549 2.989 2.388
C 5.026 2.959 2.325
O 4.557 4.311 2.418
C 3.247 4.456 1.945
N 7.056 1.638 2.641
H 6.936 3.032 0.267
H 8.264 3.610 1.329
H 6.942 4.665 0.939
H 6.775 3.516 3.319
H 4.640 2.523 3.250
H 4.650 2.458 1.428
H 3.189 3.951 0.974
H 2.970 5.464 1.607
H 2.456 4.232 2.668
H 6.839 1.014 1.862
H 8.068 1.706 2.531
C -1.067 2.243 6.930
C 0.324 1.660 6.898
C 0.315 0.207 7.307
O -0.063 0.098 8.686
C -0.614 -1.133 9.097
N 1.000 1.835 5.574
H -1.045 3.266 6.541
H -1.463 2.224 7.943
H -1.766 1.732 6.259
H 0.844 2.289 7.631
H 1.280 -0.319 7.282
H -0.349 -0.449 6.732
H -0.565 -1.246 10.177
H -0.056 -1.917 8.572
H -1.669 -1.261 8.828
H 1.217 2.828 5.571
H 1.880 1.351 5.747
*
```

Results of the Mulliken charge analysis, in e, for atoms 1 through 6:
1. Sr 1.727
2. C -0.241
3. O 0.456
4. O -0.848
5. C -0.382
6. F 0.007